{"formula": "C4H11N3", "method": "the ωB97M-V functional and the def2-TZVPD basis", "symbols": ["C", "C", "C", "N", "N", "C", "N", "H", "H", "H", "H", "H", "H", "H", "H", "H", "H", "H"], "positions_angstrom": [[-0.4090, -0.2104, -1.1387], [0.4732, -1.6173, 1.3799], [0.7407, 0.1750, -2.0202], [-1.3848, 1.2488, 1.3102], [-0.5060, 1.7296, 0.3420], [-0.0112, 0.7597, 1.2530], [0.3117, -0.4148, 0.5802], [-2.0800, 0.6110, 0.9220], [-0.4259, 2.5978, -0.1735], [0.5910, 1.1166, 2.0883], [-0.6513, -1.2668, -1.1784], [-1.3407, 0.3022, -1.3644], [-0.3204, -1.7259, 2.1343], [1.4363, -1.5952, 1.9095], [0.4710, -2.4948, 0.7274], [0.8968, 1.2554, -2.0523], [0.5489, -0.1690, -3.0434], [1.6601, -0.3020, -1.6758]], "homo_ev": -7.73, "e_tot_ev": -8791.426}



{"formula": "C4H11N3", "method": "the ωB97M-V functional and the def2-TZVPD basis", "symbols": ["C", "N", "C", "C", "H", "H", "H", "H", "H", "H", "H", "N", "C", "N", "H", "H", "H", "H"], "positions_angstrom": [[-1.7409, -1.1260, -0.0206], [0.4109, 2.0192, 0.4547], [-0.0206, 0.6461, 0.6477], [-0.9814, 0.1269, -0.4386], [-0.3927, 2.6352, 0.3902], [0.9415, 2.1012, -0.4049], [-0.5324, 0.6058, 1.6169], [-1.7023, 0.9208, -0.6562], [-2.3190, -0.9413, 0.8814], [-2.4239, -1.4276, -0.8098], [-1.0590, -1.9502, 0.1674], [1.8129, -1.0864, -1.2445], [1.2407, -0.2407, 0.7628], [2.0123, -0.1561, -0.4417], [2.3824, -0.9406, -2.0919], [-0.4221, -0.0749, -1.3546], [1.8606, 0.1598, 1.5660], [0.9329, -1.2712, 0.9756]], "homo_ev": -9.17, "smiles": "[H]/N=N/C[C@@H](N)CC", "e_tot_ev": -8795.388}



{"formula": "C4H11N3", "method": "the ωB97M-V functional and the def2-TZVPD basis", "symbols": ["C", "C", "N", "C", "N", "N", "C", "H", "H", "H", "H", "H", "H", "H", "H", "H", "H", "H"], "positions_angstrom": [[-0.6402, -0.3447, 0.6958], [1.2232, -0.1193, -1.1882], [0.3088, -0.1339, 1.7609], [0.0107, 0.5753, -0.5810], [0.7486, 1.1231, 1.9497], [-0.9074, -1.6950, 0.3407], [-0.9563, 1.0248, -1.4594], [1.0927, -0.7793, 1.7140], [-1.5638, 0.1734, 0.9553], [-0.0869, 1.6939, 2.1051], [0.4289, 1.3786, 0.2474], [-0.0778, -2.2223, 0.1038], [-1.4490, -2.1926, 1.0336], [0.9355, -1.0267, -1.7236], [1.7121, 0.5435, -1.9025], [1.9568, -0.3790, -0.4225], [-0.8852, 0.8596, -2.5264], [-1.8506, 1.5205, -1.1029]], "homo_ev": [-7.76, -7.69], "e_tot_ev": -8792.519}



{"formula": "C4H11N3", "method": "the ωB97M-V functional and the def2-TZVPD basis", "symbols": ["C", "C", "N", "H", "H", "H", "H", "H", "C", "C", "N", "N", "H", "H", "H", "H", "H", "H"], "positions_angstrom": [[-2.4429, -1.3913, -0.7528], [-1.3717, -1.1834, -2.7949], [-1.2565, -1.1240, -1.5457], [-2.1613, -1.8533, 0.1931], [-3.1690, -2.0313, -1.2613], [-2.9273, -0.4490, -0.4894], [-0.5088, -0.9736, -3.4175], [-2.3091, -1.4530, -3.2911], [0.9038, 0.9896, 1.1093], [2.1470, 1.1750, 1.5304], [2.7051, 2.5056, 1.5452], [0.1776, -0.2179, 1.1462], [0.3482, 1.8516, 0.7627], [2.7312, 0.3424, 1.9195], [3.6133, 2.4912, 1.0940], [2.8757, 2.7880, 2.5055], [0.7463, -0.9610, 1.5369], [-0.1015, -0.5056, 0.2099]], "homo_ev": -8.10, "smiles": "N/C=C/N.C=NC", "e_tot_ev": -8795.096}



The records above give, respectively, largest force on an atom values of 3.7 1.7 2.5 0.4 eV/A.